{"formula": "C49H105FO8", "method": "the ωB97M-V functional and the def2-TZVPD basis", "species": ["F", "O", "O", "O", "O", "O", "O", "O", "O", "C", "C", "C", "C", "C", "C", "C", "C", "C", "C", "C", "C", "C", "C", "C", "C", "C", "C", "C", "C", "C", "C", "C", "C", "C", "C", "C", "C", "C", "C", "C", "C", "C", "C", "C", "C", "C", "C", "C", "C", "C", "C", "C", "C", "C", "C", "C", "C", "C", "H", "H", "H", "H", "H", "H", "H", "H", "H", "H", "H", "H", "H", "H", "H", "H", "H", "H", "H", "H", "H", "H", "H", "H", "H", "H", "H", "H", "H", "H", "H", "H", "H", "H", "H", "H", "H", "H", "H", "H", "H", "H", "H", "H", "H", "H", "H", "H", "H", "H", "H", "H", "H", "H", "H", "H", "H", "H", "H", "H", "H", "H", "H", "H", "H", "H", "H", "H", "H", "H", "H", "H", "H", "H", "H", "H", "H", "H", "H", "H", "H", "H", "H", "H", "H", "H", "H", "H", "H", "H", "H", "H", "H", "H", "H", "H", "H", "H", "H", "H", "H", "H", "H", "H", "H"], "positions_angstrom": [[2.176, -0.687, 6.379], [-2.975, 1.113, 3.396], [-7.355, -0.771, 2.333], [0.116, -1.825, 4.436], [1.098, -2.840, 2.440], [3.717, -2.394, 4.340], [-0.550, 8.467, -2.804], [-4.037, 3.512, -1.683], [-1.428, -6.954, 3.486], [-1.051, -7.667, 4.659], [-4.333, 0.759, 3.163], [-4.251, 4.752, -2.348], [9.894, -0.073, -2.354], [1.533, -0.447, -7.137], [3.658, 0.582, 4.859], [-6.834, -1.524, 0.047], [8.125, -1.994, -2.998], [0.861, 2.281, -4.136], [-5.326, 1.637, 3.903], [2.147, -3.753, 7.470], [-0.045, 9.340, -3.808], [1.192, 10.109, -3.379], [1.061, 0.038, -5.668], [-0.957, 9.074, -1.583], [-0.143, -3.526, 2.107], [-9.668, -1.614, 2.354], [1.343, -3.961, 4.672], [-0.377, -0.531, -0.497], [1.612, -3.781, 6.256], [9.141, -1.442, -1.840], [4.278, -3.057, 3.178], [5.729, -1.342, -3.914], [-3.342, 5.867, -1.859], [-0.863, -1.177, 0.932], [-0.382, 1.088, -0.389], [-2.617, -0.350, 5.345], [0.143, -8.585, 4.454], [6.576, -1.758, -2.600], [4.152, -0.642, -6.400], [8.933, 1.205, -2.094], [2.299, -0.333, 4.978], [2.545, -1.604, 4.013], [-2.522, 1.043, 4.744], [4.940, -2.555, -4.630], [-6.800, -1.813, 1.538], [-0.903, -2.790, 0.885], [-8.722, -0.452, 2.099], [0.103, 1.441, -2.982], [-5.666, 3.866, 0.128], [-1.818, -7.738, 2.365], [-2.080, 10.084, -1.752], [3.077, -0.141, -7.500], [-4.248, 3.502, -0.276], [1.787, 1.374, -5.121], [0.556, 1.836, -1.469], [3.802, -2.053, -5.703], [-3.024, -8.622, 2.630], [1.217, -2.571, 3.859], [-0.074, 0.303, -5.763], [-5.757, -1.918, 1.851], [-6.338, -2.324, -0.509], [-4.493, -0.299, 3.392], [-1.768, 10.934, -2.364], [1.447, 0.370, 4.605], [-3.319, -9.150, 1.719], [2.395, -4.046, 8.565], [-9.482, -2.443, 1.668], [2.740, -1.161, 2.947], [9.941, -2.233, -1.601], [5.734, -3.221, -5.165], [-1.908, -8.218, 5.059], [1.569, 3.103, -3.707], [-10.706, -1.296, 2.222], [-1.472, 1.348, 4.733], [-0.086, 1.434, 0.669], [0.214, 8.708, -4.663], [-5.304, 5.042, -2.278], [0.352, -4.573, 4.599], [-3.529, 6.108, -0.810], [-2.004, -3.115, 0.848], [1.574, 10.712, -4.208], [-0.383, -1.312, 3.755], [-5.226, 1.536, 4.986], [-2.940, 9.624, -2.248], [-8.850, -0.054, 1.088], [2.755, 1.139, -4.510], [8.544, -1.212, -0.863], [1.225, -1.552, -7.268], [-4.501, 0.871, 2.088], [4.338, -2.403, 2.231], [4.331, 0.230, -5.675], [-1.029, 1.716, -3.046], [0.170, -4.579, 1.704], [-0.834, -3.739, 3.007], [8.244, 1.070, -1.184], [0.428, -9.056, 5.399], [0.893, 0.166, -7.900], [4.608, -0.060, 4.914], [0.978, 10.785, -2.547], [6.114, -2.731, -2.166], [1.125, -0.765, -4.847], [-3.517, 4.146, 0.221], [0.998, -8.023, 4.066], [3.567, 1.101, 3.816], [9.589, 2.154, -1.955], [-2.395, 10.470, -0.779], [5.374, -3.339, 3.453], [-5.789, 3.779, 1.211], [-3.052, 1.776, 5.360], [10.838, 0.034, -1.676], [-0.077, -9.379, 3.738], [8.307, -3.127, -3.089], [-2.075, -1.072, 4.730], [-6.333, -0.577, -0.173], [-6.350, 1.363, 3.636], [0.048, 2.873, -4.729], [-0.970, -8.326, 2.000], [8.260, 1.381, -3.013], [2.147, -4.641, 4.180], [3.755, -4.039, 2.881], [3.695, 1.385, 5.687], [6.452, -0.830, -4.671], [0.748, -0.836, -0.595], [-0.790, -6.915, 5.407], [-0.162, -0.726, 1.724], [-2.197, -0.358, 6.355], [3.776, -2.872, -6.537], [8.428, -1.463, -3.978], [0.200, 0.299, -3.069], [-7.289, -2.765, 1.767], [1.692, 1.708, -1.291], [-4.040, 2.481, 0.060], [-1.309, 8.265, -0.938], [-1.927, -0.755, 1.171], [-9.541, -1.998, 3.371], [6.457, -0.900, -1.818], [-3.504, 6.775, -2.446], [-7.858, -1.444, -0.326], [3.318, -0.704, -8.491], [-4.048, 4.573, -3.407], [-2.070, -7.032, 1.568], [3.191, 0.991, -7.745], [-1.465, 1.471, -0.575], [-6.389, 3.210, -0.364], [-3.870, -8.025, 2.982], [-1.016, -0.880, -1.386], [0.351, 2.980, -1.343], [10.196, -0.202, -3.467], [-2.814, -9.372, 3.396], [-2.291, 5.573, -1.944], [-0.352, -3.121, -0.088], [4.980, -0.524, -3.593], [-5.915, 4.892, -0.153], [2.138, 1.999, -6.039], [4.483, -3.209, -3.801], [-0.096, 9.522, -1.077], [2.793, -2.087, -5.155], [-8.971, 0.359, 2.787], [-5.167, 2.691, 3.658], [-3.652, -0.691, 5.412], [1.977, 9.424, -3.049], [5.156, -0.805, -6.976], [-0.833, 10.017, -4.152]], "mulliken_charge": [-0.3277, -0.3986, -0.2996, -0.4442, -0.3797, -0.3967, -0.3484, -0.4066, -0.3456, -0.3898, 0.2173, -0.6329, -0.4927, -0.8592, -1.1579, -1.0820, -0.6070, -0.8074, -1.2648, -0.6322, -0.3589, -1.0069, -0.1761, -0.3510, -0.4110, -1.1191, 0.4841, -0.8923, -0.3401, -0.6084, -0.5697, -0.1094, -0.7966, 0.8365, -0.0157, -0.8246, -1.0963, -0.4710, -0.4041, -0.8361, 0.5092, -0.6069, -0.4332, -0.6579, -0.2370, -0.6639, -0.3440, 0.0966, -1.2650, -0.2921, -1.0756, -0.7575, 0.2375, 0.0337, -0.6802, -0.2925, -1.1501, 0.9151, 0.3818, 0.2163, 0.4169, 0.1267, 0.2974, 0.0035, 0.3969, 0.3515, 0.2658, 0.3036, 0.3184, 0.2341, 0.3384, 0.3690, 0.3942, 0.3416, 0.2625, 0.3095, 0.3282, -0.0198, 0.2857, 0.2265, 0.3833, 0.1464, 0.3662, 0.2533, 0.3252, -0.1825, 0.3108, 0.2700, 0.2417, 0.2519, 0.1937, 0.0974, 0.0978, 0.3064, 0.2332, 0.4130, 0.3573, 0.2500, 0.2557, 0.2910, 0.0515, 0.3149, 0.2618, 0.2877, 0.3040, 0.3944, 0.2662, 0.3143, 0.3569, 0.2880, 0.2925, 0.2695, 0.1360, 0.2146, 0.1522, 0.3453, 0.3415, 0.1691, 0.2788, 0.1896, 0.3710, 0.2283, 0.2252, 0.3764, -0.1999, 0.4413, 0.2169, 0.2846, -0.0369, 0.3475, 0.2230, -0.0741, 0.3148, -0.1364, 0.3078, 0.2815, 0.3671, 0.2977, 0.3600, 0.3662, 0.2900, 0.2642, -0.2114, 0.3488, 0.3115, 0.3580, 0.2423, 0.3128, 0.2675, 0.2656, 0.4031, -0.0460, 0.3377, 0.1730, 0.2878, 0.3504, 0.0498, 0.3178, 0.3333, 0.3270, 0.2854, 0.4108, 0.3051], "smiles": "C#CC[C@](O)(OCCCCCCCCCCCCCCCCCCCCC)[C@H](OC)[C@H](C)F.CCOCC.CCOCC.CCOCC.CCOCC.CCOCC", "total_energy_ev": -71600.38704, "homo_energy_ev": -9.0}

=====

{"formula": "C49H108F5N8O10S3", "method": "the ωB97M-V functional and the def2-TZVPD basis", "species": ["S", "S", "S", "F", "F", "F", "F", "F", "O", "O", "O", "O", "O", "O", "O", "O", "O", "O", "N", "N", "N", "N", "N", "N", "N", "N", "C", "C", "C", "C", "C", "C", "C", "C", "C", "C", "C", "C", "C", "C", "C", "C", "C", "C", "C", "C", "C", "C", "C", "C", "C", "C", "C", "C", "C", "C", "C", "C", "C", "C", "C", "C", "C", "C", "C", "C", "C", "C", "C", "C", "C", "C", "C", "C", "C", "H", "H", "H", "H", "H", "H", "H", "H", "H", "H", "H", "H", "H", "H", "H", "H", "H", "H", "H", "H", "H", "H", "H", "H", "H", "H", "H", "H", "H", "H", "H", "H", "H", "H", "H", "H", "H", "H", "H", "H", "H", "H", "H", "H", "H", "H", "H", "H", "H", "H", "H", "H", "H", "H", "H", "H", "H", "H", "H", "H", "H", "H", "H", "H", "H", "H", "H", "H", "H", "H", "H", "H", "H", "H", "H", "H", "H", "H", "H", "H", "H", "H", "H", "H", "H", "H", "H", "H", "H", "H", "H", "H", "H", "H", "H", "H", "H", "H", "H", "H", "H", "H", "H", "H", "H", "H", "H", "H"], "positions_angstrom": [[2.366, -4.296, -10.456], [1.188, 0.057, 1.317], [1.943, -4.292, -8.068], [1.618, -3.423, -11.595], [-1.145, 0.801, 0.130], [0.545, 2.033, -0.383], [1.209, -3.410, -6.981], [-0.357, 2.265, 1.588], [2.753, 8.852, -5.753], [1.669, -0.678, 0.121], [1.565, -5.664, -7.664], [2.770, 7.693, -4.052], [4.076, 9.227, -4.173], [1.991, -5.632, -10.879], [2.325, 0.863, 1.840], [3.344, -4.026, -7.832], [3.705, -3.765, -10.637], [0.412, -0.604, 2.394], [-0.475, -10.912, 0.368], [1.403, -3.671, -9.257], [-9.369, -1.024, 3.044], [6.929, 2.388, -6.497], [1.108, -3.418, 9.340], [4.673, 8.095, 4.335], [3.192, 8.644, -4.632], [-4.467, 4.513, -6.952], [5.222, 3.506, -9.867], [-7.152, -0.202, 3.802], [0.877, -11.614, 0.626], [-1.621, -11.938, 0.130], [-3.473, 5.363, -7.772], [4.920, 6.723, 4.968], [-0.049, 1.409, 0.636], [-0.390, -9.857, -0.768], [0.248, -4.534, 8.643], [-5.125, 5.790, -4.805], [1.344, -12.469, -0.652], [-10.433, -0.848, 1.932], [1.404, 10.347, 4.146], [6.699, 8.309, 5.653], [6.401, 3.095, -8.913], [7.705, 3.747, -4.624], [6.370, 6.800, 5.387], [2.437, -3.291, 8.461], [5.768, 2.625, -7.581], [7.387, 2.329, -4.135], [-3.243, 4.725, -9.109], [-4.219, 4.836, -5.421], [2.703, 9.686, 3.621], [-9.630, 0.045, 4.122], [-0.287, -8.612, 1.251], [-9.445, -2.383, 3.726], [0.182, -8.593, -0.157], [-3.657, 3.243, -8.883], [1.558, -1.140, 8.646], [-5.909, 4.777, -7.548], [-8.227, 0.439, 4.628], [-9.179, -3.582, 2.764], [-2.090, -5.606, 8.238], [7.761, 3.663, -6.116], [-0.886, -10.038, 1.503], [5.461, 9.061, 5.138], [-4.039, 3.054, -7.421], [6.403, 1.881, -5.130], [-9.323, -4.965, 3.371], [5.325, 8.054, 2.955], [0.509, -2.001, 9.328], [-7.896, -0.751, 2.595], [1.478, -3.888, 10.778], [-4.912, 6.110, -3.322], [-1.116, -4.879, 9.278], [2.845, -1.850, 8.720], [7.883, 1.350, -7.113], [2.526, -13.454, -0.235], [3.083, 8.350, 4.358], [-2.189, 4.822, -9.369], [2.207, -3.460, 7.409], [-4.994, 5.151, -2.812], [-4.407, 3.863, -4.967], [5.705, 9.955, 4.564], [4.327, 6.725, 5.882], [-8.632, -4.931, 4.214], [-1.523, -12.492, 1.063], [1.250, -1.037, 7.606], [0.411, -1.702, 10.371], [8.277, 1.699, -4.142], [0.540, -8.547, 1.958], [7.296, 4.546, -6.555], [1.127, 11.195, 3.520], [6.511, 6.243, 6.313], [-0.790, -10.484, 2.493], [6.989, 2.294, -9.362], [-4.472, 3.009, -9.569], [7.546, 8.502, 4.995], [-10.378, -5.171, 3.550], [-9.931, -3.489, 1.980], [-8.253, -3.539, 2.191], [0.606, -13.127, -1.109], [-2.838, 2.552, -9.082], [2.556, 9.525, 2.553], [-0.929, -5.536, 10.127], [-1.517, -12.438, -0.833], [-3.073, -5.431, 8.675], [4.708, 5.909, 4.275], [-3.693, 5.176, -9.994], [-7.500, -1.604, 2.043], [-10.415, -2.431, 4.221], [-0.120, -7.648, -0.610], [-10.177, -0.428, 4.937], [8.700, 4.059, -4.308], [-3.825, 6.384, -7.920], [1.466, 10.672, 5.185], [6.314, 7.602, 3.016], [0.664, -12.275, 1.466], [-8.210, 1.524, 4.516], [0.581, 9.632, 4.163], [1.587, -10.873, 0.993], [-1.638, -3.989, 9.629], [3.315, -1.619, 9.676], [-4.769, 2.273, -7.208], [4.528, 2.756, -10.245], [-5.915, 4.549, -8.614], [5.412, 2.279, -4.913], [-6.364, 0.477, 3.476], [-10.303, -1.652, 1.207], [-2.164, -5.016, 7.324], [3.142, -4.030, 8.844], [6.928, 8.525, 6.696], [6.885, 4.437, -4.427], [2.798, 7.443, 3.825], [3.475, -13.301, -0.750], [-0.994, -7.853, 1.586], [-11.453, -0.881, 2.316], [-8.760, -2.470, 4.570], [0.510, -3.807, 11.273], [4.742, 4.420, -9.519], [8.405, 1.885, -7.907], [5.153, 1.725, -7.586], [2.334, -3.289, 11.091], [-8.120, 0.285, 5.702], [-1.961, -9.854, 1.489], [7.344, 0.473, -7.471], [5.238, 9.106, 2.682], [8.768, 3.490, -6.494], [-10.223, 0.094, 1.425], [-4.013, 6.686, -3.100], [-7.999, 0.115, 1.940], [-9.045, -5.656, 2.575], [2.844, -13.190, 0.773], [3.590, 10.316, 3.564], [1.694, -11.718, -1.360], [0.888, -5.404, 8.492], [0.019, -4.110, 7.666], [-1.940, -6.682, 8.160], [7.049, 6.306, 4.691], [4.778, 9.245, 5.968], [5.079, 3.401, -7.248], [-2.490, 5.373, -7.303], [3.388, -1.437, 7.871], [-6.151, 5.421, -4.814], [8.446, 0.844, -6.329], [-6.681, 4.167, -7.078], [5.630, 3.887, -10.804], [-3.133, 2.790, -6.876], [-1.451, -9.687, -0.951], [-5.790, 6.687, -3.032], [2.176, -14.484, -0.298], [2.769, 8.211, 5.393], [7.044, 3.955, -8.725], [0.063, -10.201, -1.698], [-5.047, 6.778, -5.260], [6.903, 2.245, -3.163], [4.670, 7.365, 2.421], [-6.132, 5.840, -7.466], [1.410, -0.118, 8.994], [1.831, -4.916, 10.704], [-2.555, -11.376, 0.119], [1.269, -8.589, -0.075], [-6.657, -0.996, 4.361], [6.257, 0.802, -5.189], [-3.157, 4.928, -5.196], [-0.403, -2.015, 8.730], [-10.133, 0.925, 3.720]], "mulliken_charge": [1.0856, 1.0484, 1.0140, -0.2994, -0.2423, -0.2158, -0.2858, -0.2129, -0.6992, -0.6281, -0.6357, -0.7166, -0.6681, -0.5568, -0.6712, -0.6070, -0.5297, -0.6613, 0.1790, -0.1852, 0.2991, 0.2718, 0.2136, -0.1992, 1.0840, 0.2683, -1.4535, -0.5822, -0.8348, -0.9373, -0.6289, -0.4626, 0.5831, -0.6773, -0.8213, -0.2355, -0.2347, -1.0037, -1.4023, -0.4989, -0.1850, -0.6829, -0.8437, -0.6178, -0.8074, -0.4958, -0.5533, -0.7332, -0.3035, -0.5052, -0.4737, -0.7884, -0.6366, -0.5759, -0.6907, -1.0221, -0.5627, -0.3121, -1.2611, -0.4079, -0.7477, -0.5315, -0.6424, -0.7942, -1.3575, -0.9247, -0.4200, -0.5483, -1.0376, -1.4435, -0.4884, -0.5421, -1.1365, -1.1778, -0.5844, 0.3344, 0.4145, 0.3674, 0.4174, 0.3874, 0.4189, 0.3625, 0.3799, 0.3429, 0.2934, 0.2750, 0.2799, 0.3588, 0.3715, 0.3590, 0.4077, 0.3295, 0.3066, 0.2721, 0.3231, 0.2528, 0.3370, 0.2197, 0.3661, 0.3901, 0.3725, 0.3400, 0.3729, 0.3889, 0.3046, 0.3307, 0.4096, 0.3743, 0.1911, 0.3445, 0.3236, 0.3717, 0.3673, 0.4465, 0.3171, 0.3503, 0.4127, 0.3911, 0.2708, 0.3718, 0.3699, 0.4109, 0.4214, 0.3992, 0.3800, 0.3672, 0.3217, 0.3807, 0.3659, 0.4286, 0.3536, 0.3756, 0.3561, 0.4608, 0.4481, 0.3849, 0.4685, 0.4694, 0.3895, 0.3310, 0.3310, 0.3459, 0.4207, 0.2821, 0.4341, 0.3838, 0.4053, 0.3718, 0.3607, 0.3146, 0.3384, 0.4405, 0.4487, 0.3385, 0.3670, 0.3925, 0.4155, 0.4041, 0.3771, 0.3251, 0.3636, 0.3576, 0.4079, 0.3975, 0.4237, 0.3685, 0.3100, 0.3838, 0.3447, 0.4243, 0.3297, 0.3732, 0.3857, 0.3794, 0.4205, 0.3325, 0.4318, 0.3314, 0.3043, 0.3706, 0.4183, 0.3231, 0.3945], "total_charge": 3, "total_energy_ev": -131016.42345, "homo_energy_ev": -8.5}

=====

| no. | HOMO-LUMO gap (Eh) |
| --- | --- |
| 1 | 0.3494 |
| 2 | 0.1441 |